[1]
{"formula": "C37H35CaNO7Te", "method": "the ωB97M-V functional and the def2-TZVPD basis", "e_above_lowest_ev": 3.771, "gap_ev": 5.539, "e_lumo_ev": 0.0, "e_homo_ev": -5.54, "largest_force_ev_per_a": 0.757, "elements": ["Ca", "O", "C", "O", "C", "C", "C", "C", "C", "N", "C", "O", "O", "H", "H", "H", "H", "H", "O", "C", "C", "O", "O", "C", "C", "C", "C", "C", "C", "C", "C", "C", "C", "C", "C", "H", "H", "H", "H", "H", "H", "H", "H", "H", "H", "H", "C", "C", "C", "C", "H", "H", "H", "H", "H", "H", "H", "H", "H", "Te", "C", "C", "C", "C", "C", "C", "C", "C", "C", "C", "C", "C", "H", "H", "H", "H", "H", "H", "H", "H", "H", "H"], "positions_angstrom": [[-0.586, -0.987, 0.098], [-1.692, 2.444, -2.116], [-0.976, 1.572, -1.339], [-0.854, 0.358, -1.791], [-0.379, 2.027, -0.195], [-0.445, 3.357, 0.346], [0.034, 3.620, 1.583], [0.541, 2.527, 2.402], [0.704, 1.316, 1.816], [0.431, 1.069, 0.503], [1.151, 0.092, 2.536], [1.762, 0.229, 3.711], [0.988, -1.024, 2.068], [-1.968, 1.921, -2.878], [-0.907, 4.137, -0.247], [-0.029, 4.614, 2.005], [0.687, 2.684, 3.465], [1.898, 1.172, 3.879], [-2.526, -0.728, 1.320], [-3.137, -1.952, 1.799], [-2.466, -3.187, 1.071], [-2.844, -4.276, 1.473], [-1.657, -2.951, 0.115], [-2.971, -1.965, 3.323], [-2.507, -3.058, 4.046], [-2.375, -2.984, 5.429], [-2.710, -1.828, 6.113], [-3.189, -0.736, 5.402], [-3.320, -0.811, 4.025], [-4.612, -1.960, 1.411], [-5.102, -1.111, 0.425], [-6.450, -1.133, 0.084], [-7.314, -2.009, 0.716], [-6.824, -2.871, 1.691], [-5.485, -2.847, 2.037], [-3.037, 0.036, 1.606], [-2.254, -3.968, 3.525], [-2.005, -3.846, 5.968], [-2.606, -1.777, 7.189], [-3.469, 0.173, 5.917], [-3.726, 0.054, 3.511], [-4.434, -0.444, -0.104], [-6.816, -0.465, -0.685], [-8.363, -2.028, 0.451], [-7.491, -3.565, 2.185], [-5.103, -3.523, 2.790], [2.119, -2.591, -3.478], [2.595, -2.658, -2.030], [2.395, -4.068, -1.466], [1.791, -1.689, -1.165], [2.748, -3.201, -4.127], [2.113, -1.574, -3.875], [1.099, -2.977, -3.546], [3.658, -2.419, -1.957], [1.333, -4.324, -1.428], [2.797, -4.153, -0.455], [2.896, -4.803, -2.097], [1.915, -1.891, -0.098], [0.756, -1.874, -1.479], [2.205, 0.478, -1.389], [3.936, 0.538, -2.719], [4.293, 1.878, -2.849], [5.378, 2.263, -3.624], [6.121, 1.303, -4.293], [5.767, -0.033, -4.180], [4.683, -0.417, -3.400], [3.508, 0.646, 0.244], [4.329, -0.399, 0.649], [5.169, -0.220, 1.738], [5.202, 1.002, 2.398], [4.388, 2.044, 1.980], [3.525, 1.867, 0.906], [3.723, 2.656, -2.344], [5.632, 3.311, -3.704], [6.967, 1.592, -4.902], [6.336, -0.792, -4.702], [4.449, -1.469, -3.349], [4.322, -1.347, 0.126], [5.802, -1.033, 2.068], [5.864, 1.137, 3.244], [4.412, 2.996, 2.495], [2.858, 2.668, 0.609]]}

---

[2]
{"formula": "C37H35CoN6O2S4", "method": "the ωB97M-V functional and the def2-TZVPD basis", "e_above_lowest_ev": 0.000, "charge": -1, "gap_ev": [6.476, 6.981], "e_lumo_ev": [2.3, 2.3], "e_homo_ev": [-4.22, -4.72], "spin_multiplicity": 4, "largest_force_ev_per_a": 0.607, "elements": ["Co", "C", "S", "C", "S", "N", "N", "C", "C", "C", "C", "C", "C", "N", "H", "H", "H", "H", "H", "H", "H", "H", "C", "C", "C", "C", "C", "C", "C", "S", "O", "O", "N", "C", "C", "C", "C", "C", "N", "H", "H", "H", "H", "H", "H", "H", "H", "H", "H", "H", "C", "C", "C", "C", "C", "C", "C", "C", "S", "C", "N", "C", "C", "C", "C", "C", "C", "C", "C", "H", "H", "H", "H", "H", "H", "H", "H", "H", "H", "H", "H", "H", "H", "H", "H"], "positions_angstrom": [[-1.775, -0.330, 1.347], [-4.191, 3.762, 4.321], [-3.545, 2.340, 5.214], [-3.010, 1.268, 3.903], [-3.596, 1.424, 2.317], [-2.207, 0.363, 4.406], [-1.801, -0.566, 3.493], [-1.407, -1.685, 3.957], [-1.020, -2.740, 3.018], [-0.636, -4.000, 3.455], [-0.335, -4.969, 2.516], [-0.439, -4.656, 1.171], [-0.830, -3.373, 0.825], [-1.107, -2.439, 1.720], [-4.542, 4.454, 5.087], [-5.011, 3.478, 3.668], [-3.406, 4.235, 3.735], [-1.410, -1.877, 5.028], [-0.567, -4.204, 4.516], [-0.021, -5.957, 2.828], [-0.216, -5.382, 0.402], [-0.934, -3.085, -0.216], [4.340, -1.417, -3.905], [3.828, -1.380, -2.490], [2.473, -1.578, -2.228], [1.982, -1.494, -0.938], [2.840, -1.195, 0.112], [4.189, -0.996, -0.128], [4.677, -1.098, -1.426], [2.191, -1.137, 1.772], [1.852, -2.504, 2.083], [3.225, -0.527, 2.585], [0.852, -0.307, 1.650], [0.787, 1.048, 1.744], [1.846, 1.961, 1.962], [1.576, 3.308, 1.964], [0.276, 3.767, 1.759], [-0.707, 2.819, 1.575], [-0.473, 1.506, 1.569], [3.882, -2.229, -4.470], [5.422, -1.547, -3.932], [4.102, -0.484, -4.424], [1.792, -1.781, -3.048], [0.927, -1.635, -0.737], [4.842, -0.765, 0.704], [5.733, -0.940, -1.614], [2.841, 1.585, 2.135], [2.385, 4.012, 2.124], [0.035, 4.820, 1.753], [-1.744, 3.100, 1.436], [3.014, 2.159, -1.573], [1.994, 2.670, -2.596], [2.746, 3.025, -3.880], [1.325, 3.942, -2.056], [0.917, 1.610, -2.828], [0.623, 1.113, -4.105], [-0.392, 0.192, -4.312], [-1.125, -0.240, -3.218], [-2.485, -1.315, -3.160], [-2.574, -1.083, -1.427], [-1.655, -0.306, -0.932], [-0.834, 0.217, -1.926], [0.186, 1.144, -1.744], [-3.600, -1.710, -0.597], [-4.593, -2.528, -1.149], [-5.533, -3.096, -0.314], [-5.472, -2.834, 1.057], [-4.483, -2.014, 1.577], [-3.502, -1.421, 0.772], [3.765, 2.930, -1.375], [3.523, 1.268, -1.945], [2.545, 1.904, -0.624], [3.517, 3.763, -3.651], [2.085, 3.457, -4.635], [3.240, 2.150, -4.309], [2.076, 4.718, -1.883], [0.817, 3.751, -1.110], [0.589, 4.325, -2.768], [1.186, 1.451, -4.963], [-0.613, -0.168, -5.309], [0.383, 1.496, -0.740], [-4.634, -2.717, -2.218], [-6.311, -3.733, -0.718], [-6.214, -3.274, 1.716], [-4.480, -1.819, 2.647]]}

---

[3]
{"formula": "C37H35P2Y", "method": "the ωB97M-V functional and the def2-TZVPD basis", "charge": 2, "gap_ev": 7.043, "e_lumo_ev": -6.5, "e_homo_ev": -13.53, "largest_force_ev_per_a": 2.673, "elements": ["C", "C", "C", "C", "C", "C", "P", "C", "C", "C", "C", "C", "C", "Y", "P", "C", "C", "C", "C", "C", "C", "C", "C", "C", "C", "C", "C", "C", "C", "C", "C", "C", "C", "C", "C", "C", "C", "C", "C", "H", "H", "H", "H", "H", "H", "H", "H", "H", "H", "H", "H", "H", "H", "H", "H", "H", "H", "H", "H", "H", "H", "H", "H", "H", "H", "H", "H", "H", "H", "H", "H", "C", "H", "H", "H"], "positions_angstrom": [[0.600, -1.294, -1.991], [-0.429, -1.707, -1.111], [-1.769, -1.796, -1.598], [-2.027, -1.583, -2.956], [-0.972, -1.310, -3.834], [0.339, -1.160, -3.340], [0.019, -2.207, 0.633], [-1.299, -3.349, 1.183], [-2.456, -2.812, 1.800], [-3.509, -3.671, 2.123], [-3.414, -5.044, 1.863], [-2.276, -5.560, 1.240], [-1.214, -4.718, 0.897], [-1.417, 0.059, 0.594], [0.257, 2.127, 0.297], [-1.281, 2.249, -0.709], [-1.103, 2.457, -2.082], [-2.152, 2.182, -2.963], [-3.384, 1.770, -2.457], [-3.626, 1.614, -1.090], [-2.628, 2.038, -0.176], [0.052, 3.496, 1.460], [0.847, 3.443, 2.628], [0.492, 4.221, 3.728], [-0.636, 5.053, 3.672], [-1.410, 5.110, 2.507], [-1.075, 4.334, 1.399], [1.822, 2.425, -0.586], [2.833, 1.465, -0.397], [4.071, 1.655, -0.993], [4.301, 2.806, -1.756], [3.304, 3.775, -1.923], [2.057, 3.599, -1.315], [1.603, -2.967, 0.699], [2.078, -3.713, -0.392], [3.353, -4.271, -0.303], [4.130, -4.082, 0.846], [3.673, -3.285, 1.900], [2.414, -2.707, 1.825], [1.685, 2.742, 2.656], [1.085, 4.171, 4.642], [-0.925, 5.634, 4.546], [-2.297, 5.746, 2.469], [-1.728, 4.326, 0.522], [-0.126, 2.877, -2.356], [-2.025, 2.292, -4.048], [-4.177, 1.569, -3.170], [-4.590, 1.199, -0.755], [-2.813, 2.276, 0.896], [2.637, 0.610, 0.252], [4.865, 0.921, -0.861], [5.280, 2.953, -2.220], [3.494, 4.670, -2.507], [1.299, 4.382, -1.378], [1.473, -3.811, -1.298], [3.738, -4.848, -1.144], [5.100, -4.565, 0.926], [4.305, -3.121, 2.774], [2.042, -2.035, 2.597], [-2.516, -1.716, 2.051], [-4.428, -3.272, 2.572], [-4.242, -5.707, 2.140], [-2.221, -6.618, 0.997], [-0.337, -5.090, 0.373], [-2.565, -2.162, -0.936], [-3.034, -1.676, -3.378], [-1.221, -1.277, -4.901], [1.223, -0.984, -3.977], [1.626, -1.152, -1.632], [-0.093, 1.574, -3.879], [0.632, 1.483, -3.699], [-0.438, -0.018, 2.797], [-1.110, 0.514, 3.500], [0.529, 0.499, 2.882], [-0.297, -1.026, 3.229]]}

---

Number 1: E -2958.0638 Eh. Number 2: E -4885.6190 Eh. Number 3: E -2151.3300 Eh.